Below is a structure of composition C20H17CeN3O5S in a non-equilibrium geometry, with properties calculated with ωB97M-V with the def2-TZVPD basis set.

ORCA input file:
```
! RIJCOSX wB97M-V def2-TZVPD def2/J DEFGRID3
* xyz 2 1
Ce -0.689 -0.619 0.382
O -1.432 -2.777 0.631
C -2.396 -2.010 0.819
O -2.713 -1.189 -0.108
C -2.866 -1.654 2.243
C -3.570 -0.283 2.130
C -4.204 0.150 3.449
C -2.969 0.580 4.274
C -1.836 0.265 3.303
O -2.400 0.586 1.995
C -1.632 -1.264 3.176
C -0.188 -1.559 2.641
O 0.318 -2.637 2.750
O 0.405 -0.511 2.088
H -3.471 -2.449 2.672
H -4.207 -0.186 1.261
H -4.883 0.982 3.283
H -4.766 -0.664 3.903
H -2.991 1.644 4.498
H -2.859 0.033 5.208
H -0.920 0.822 3.461
H -1.691 -1.779 4.131
N 2.668 0.406 -2.308
C 3.063 -0.638 -3.192
C 4.171 -0.456 -3.996
C 4.552 -1.448 -4.893
C 3.810 -2.609 -5.001
C 2.690 -2.794 -4.196
C 2.336 -1.818 -3.288
S 0.919 -2.093 -2.240
N 0.660 -0.542 -1.587
C 1.491 0.460 -1.685
C 1.062 1.735 -1.054
C 1.587 2.965 -1.409
C 1.101 4.111 -0.792
C 0.110 3.997 0.168
C -0.372 2.734 0.465
N 0.077 1.628 -0.136
H 3.286 1.200 -2.259
H 4.744 0.462 -3.920
H 5.429 -1.299 -5.507
H 4.092 -3.377 -5.708
H 2.106 -3.703 -4.266
H 2.340 3.051 -2.180
H 1.491 5.083 -1.067
H -0.295 4.866 0.665
H -1.159 2.597 1.197
*
```

Summary:
relative energy (zero: lowest compared OMol25 entry of this formula, charge and spin): 6.3 kcal per mole
highest occupied orbital energy: -13.81 eV
gap between HOMO and LUMO: 0.181 Ha
LUMO energy: -8.877 eV

---

Below is a structure of composition C36H36CrN8PSe in a non-equilibrium geometry, with properties calculated with ωB97M-V with the def2-TZVPD basis set.

ORCA input file:
```
! RIJCOSX wB97M-V def2-TZVPD def2/J DEFGRID3
* xyz 2 2
Cr -0.180 -0.016 -0.092
C 0.133 1.126 2.890
C -0.871 1.934 2.102
N -1.633 1.073 1.159
C -2.636 0.177 1.783
C -2.012 -1.117 2.257
N -0.993 -1.594 1.288
C 0.181 -2.216 1.949
C 1.112 -1.139 2.547
N 0.837 0.191 1.985
H -0.358 0.566 3.681
H 0.832 1.805 3.378
H -0.337 2.667 1.499
H -1.544 2.477 2.767
H -2.147 1.704 0.558
H -3.381 -0.043 1.019
H -3.154 0.671 2.608
H -2.797 -1.863 2.383
H -1.545 -1.002 3.231
H -1.423 -2.292 0.695
H 0.719 -2.791 1.198
H -0.138 -2.914 2.723
H 2.143 -1.405 2.325
H 1.027 -1.112 3.632
H 1.714 0.609 1.703
Se -3.649 0.107 -6.879
N -3.123 1.395 -5.780
C -2.569 0.791 -4.768
C -1.985 1.513 -3.629
C -1.934 2.901 -3.527
C -1.330 3.465 -2.425
C -0.811 2.633 -1.440
N -0.878 1.309 -1.511
C -1.445 0.762 -2.600
C -1.399 -0.699 -2.647
N -0.782 -1.276 -1.602
C -0.616 -2.591 -1.632
C -1.101 -3.388 -2.662
C -1.771 -2.797 -3.708
C -1.910 -1.411 -3.717
C -2.539 -0.651 -4.808
N -3.072 -1.218 -5.853
H -2.354 3.510 -4.322
H -1.248 4.539 -2.314
H -0.300 3.044 -0.577
H -0.047 -3.024 -0.818
H -0.939 -4.458 -2.630
H -2.173 -3.380 -4.530
N 1.479 0.081 -0.720
P 2.992 0.490 -0.835
C 4.000 -0.922 -1.306
C 3.671 -2.172 -0.763
C 4.444 -3.288 -1.050
C 5.545 -3.168 -1.891
C 5.860 -1.940 -2.453
C 5.090 -0.819 -2.165
C 3.264 1.815 -2.008
C 4.507 2.451 -2.099
C 4.680 3.500 -2.989
C 3.614 3.933 -3.772
C 2.376 3.313 -3.674
C 2.202 2.252 -2.794
C 3.657 1.114 0.733
C 3.362 2.425 1.122
C 3.751 2.889 2.371
C 4.437 2.050 3.243
C 4.737 0.749 2.866
C 4.352 0.281 1.613
H 2.794 -2.261 -0.134
H 4.191 -4.253 -0.625
H 6.154 -4.035 -2.114
H 6.706 -1.851 -3.125
H 5.339 0.128 -2.628
H 5.333 2.141 -1.467
H 5.644 3.987 -3.068
H 3.752 4.759 -4.459
H 1.550 3.655 -4.286
H 1.247 1.740 -2.722
H 2.842 3.089 0.438
H 3.538 3.911 2.658
H 4.756 2.420 4.211
H 5.287 0.101 3.538
H 4.615 -0.728 1.315
*
```

Summary:
highest occupied orbital energy (spin up / spin down): -13.06 / -13.48 eV
gap between HOMO and LUMO (spin up / spin down): 0.272 / 0.279 Ha
expectation value of S²: 0.76
LUMO energy (spin up / spin down): -5.652 / -5.905 eV

---

| no. | total energy (hartree) |
| --- | --- |
| 1 | -2185.596566 |
| 2 | -5618.330035 |